(1)
An isolated ion of composition C4H8N3 and charge +1 in a non-equilibrium geometry. Source: OMol25; level of theory: wB97M-V/def2-TZVPD.

Calculated values
* energy relative to the best compared isomer or geometry (same formula, charge and spin): 145.7 kcal/mol
* M: 98.13 g/mol
* net charge: +1
* LUMO energy: -3.63 eV
* highest occupied orbital energy: -14.812 eV
* DFT total energy: -8736.463 eV
* SMILES: C[N@@H+]1CN2CC2=N1
* largest force on an atom: 3.801 eV/Å

Atoms and positions in Å:
C  0.85712  -1.76913  0.82368
N  0.50713  -0.73315  -0.31568
C  0.78348  0.74723  0.06167
N  -0.68613  1.11658  0.33690
C  -1.76881  1.64149  -0.48193
C  -1.34074  0.23553  -0.48469
N  -0.79855  -0.82227  -0.88688
H  0.35889  -1.42178  1.77746
H  0.73552  -2.80248  0.41673
H  1.83684  -1.64379  1.08090
H  1.14819  -0.93007  -1.12311
H  1.12524  1.29068  -0.82514
H  1.43128  1.02316  1.03763
H  -1.57232  2.13192  -1.44334
H  -2.61714  1.93609  0.02581

Forces on the atoms, in the same order (eV/Å):
C -2.7648 0.6573 -0.5436
N 3.6086 -0.8221 0.8668
C -1.5951 1.8634 1.8378
N 2.0862 -1.2697 0.6064
C 1.0679 -0.8085 -2.7798
C -0.5597 1.6705 1.5558
N -0.5821 -0.9479 -1.0268
H -0.3490 -0.9319 -1.3981
H -0.5652 1.0287 0.6288
H 2.9512 0.4710 0.0403
H -0.6229 -0.1432 0.9568
H 0.2798 -0.2855 0.1266
H -1.4504 -1.3259 -2.4220
H -0.0214 0.1258 0.3375
H -1.4830 0.7180 1.2134

***

(2)
A 20-piece molecular cluster, C36H110NO28 overall in a non-equilibrium geometry. Source: OMol25; level of theory: wB97M-V/def2-TZVPD.

Calculated values
* M: 1005.26 g/mol
* net charge: -1
* LUMO energy: 1.50 eV
* highest occupied orbital energy: -1.421 eV
* DFT total energy: -97919.804 eV
* largest force on an atom: 2.552 eV/Å

Atoms and positions in Å:
C  -0.82594  2.33576  -1.32757
C  -1.22397  1.03203  -0.66494
C  -1.37183  0.04378  -1.88091
C  -1.40148  -1.39709  -1.45369
C  -0.10078  -1.69040  -0.65372
C  0.03239  -0.88574  0.63680
N  -0.11245  0.58901  0.23390
O  0.49060  1.58697  1.15628
C  1.38481  -1.23026  1.22313
C  -1.06010  -1.29435  1.63134
C  -2.56423  1.26245  0.08751
H  0.02108  2.32414  -2.01353
H  -0.53266  3.10422  -0.61233
H  -1.62026  2.76289  -1.93970
H  -0.64218  0.11280  -2.68773
H  -2.36313  0.21514  -2.30050
H  -1.51284  -2.04585  -2.32248
H  -2.25304  -1.63624  -0.81670
H  0.76390  -1.49151  -1.28687
H  0.01130  -2.76503  -0.50990
H  2.15383  -0.79011  0.58833
H  1.44507  -2.31656  1.28965
H  1.51952  -0.72698  2.18056
H  -2.05711  -1.17016  1.20867
H  -1.07270  -0.60162  2.47281
H  -0.91847  -2.34869  1.86891
H  -2.98492  0.29403  0.35826
H  -3.31296  1.79087  -0.50265
H  -2.47628  1.71447  1.07545
C  1.51645  -8.97712  2.09287
O  2.19891  -9.49910  0.95359
H  1.52448  -7.88715  2.09483
H  0.44330  -9.16692  2.07257
H  1.92845  -9.42765  2.99585
H  2.04941  -10.44736  0.94596
C  -2.67000  8.28897  -5.73685
O  -3.26289  9.15310  -4.77049
H  -2.56145  8.89871  -6.63381
H  -1.69170  7.86022  -5.51960
H  -3.38188  7.48869  -5.93903
H  -2.54875  9.65804  -4.37471
C  -3.67370  3.54978  6.24262
O  -2.43699  3.61669  5.56228
H  -4.50008  3.57047  5.53216
H  -3.84765  2.64424  6.82385
H  -3.74092  4.41423  6.90316
H  -2.37004  2.92816  4.89666
C  -0.55458  -2.51930  -7.96311
O  -1.00522  -3.09521  -9.21535
H  0.12152  -3.16791  -7.40608
H  0.01025  -1.60882  -8.16338
H  -1.41081  -2.30140  -7.32475
H  -1.27889  -3.98767  -8.99124
C  -4.26027  -7.50561  1.22877
O  -5.12978  -8.57340  0.81223
H  -3.84814  -7.77586  2.20098
H  -3.40410  -7.44659  0.55674
H  -4.59846  -6.46943  1.22089
H  -5.81756  -8.58550  1.48188
C  4.43108  1.46051  -3.22157
O  4.50747  1.71665  -1.84004
H  3.87588  2.26980  -3.69582
H  5.44896  1.40932  -3.60811
H  3.86846  0.54581  -3.40825
H  3.63995  1.57792  -1.45305
C  -6.39919  -5.55814  6.04207
O  -5.60412  -4.41221  6.19109
H  -5.75080  -6.43422  6.05509
H  -7.16979  -5.73280  6.79292
H  -6.95392  -5.56859  5.10384
H  -5.96056  -3.69273  5.66488
C  -8.04943  6.65980  0.37624
O  -7.10371  6.61788  1.42411
H  -7.77689  7.41807  -0.35783
H  -8.00806  5.76455  -0.24418
H  -9.08492  6.83556  0.66775
H  -7.23315  7.37020  2.00623
C  6.63604  -4.28585  -2.07984
O  7.67262  -3.71922  -1.31981
H  7.07531  -4.41182  -3.06942
H  6.39347  -5.28311  -1.71280
H  5.71247  -3.72377  -1.94133
H  7.39577  -3.71270  -0.40061
C  3.77370  -9.45968  -4.26793
O  2.47691  -8.95897  -3.82261
H  3.64714  -9.69475  -5.32473
H  4.55491  -8.71035  -4.14022
H  3.97584  -10.39807  -3.75153
H  2.46908  -8.85455  -2.86833
C  -5.26616  0.56922  -8.69582
O  -5.20783  1.86217  -8.24237
H  -4.48593  0.38606  -9.43458
H  -5.26926  -0.14015  -7.86823
H  -6.22958  0.51022  -9.20223
H  -4.32091  2.20602  -8.11305
C  3.95504  7.79326  -6.33884
C  5.42408  7.83762  -6.73652
O  6.01976  6.57876  -7.03595
O  3.57605  9.13733  -6.20505
H  3.76108  7.25188  -5.41289
H  3.33925  7.27182  -7.07164
H  6.06522  8.20123  -5.93352
H  5.57924  8.47695  -7.60559
H  6.74190  6.67684  -7.66084
H  3.25847  9.46566  -7.04941
C  6.06618  2.11523  5.17319
C  5.38740  1.67371  6.54163
O  4.08247  2.15275  6.52791
O  6.13034  3.57534  4.95975
H  5.45309  1.68844  4.37943
H  7.03745  1.62702  5.09330
H  5.92452  2.20094  7.33006
H  5.39008  0.60606  6.76125
H  3.51789  1.55802  7.02704
H  7.07293  3.75655  4.94269
C  -8.82012  0.51899  2.36095
C  -9.06518  -0.72021  1.48151
O  -10.07495  -0.42437  0.50999
O  -7.99758  0.22202  3.48913
H  -9.79519  0.85536  2.71340
H  -8.35286  1.32839  1.80004
H  -9.29542  -1.58702  2.10098
H  -8.16917  -1.00867  0.93192
H  -9.98253  -1.16044  -0.09933
H  -8.08357  0.92535  4.13685
C  -0.58971  10.85707  1.79155
C  -1.30649  9.59544  1.27571
O  -1.31391  8.44405  2.11122
O  0.73918  10.45552  2.06081
H  -1.05359  11.20836  2.71324
H  -0.70043  11.67737  1.08237
H  -0.70240  9.27013  0.42874
H  -2.26664  9.77985  0.79382
H  -2.12915  8.02562  1.82501
H  1.23789  11.24363  2.28837
C  5.91452  7.33799  0.35150
C  6.28207  8.68181  1.12791
O  6.08192  8.41033  2.49824
O  4.63118  6.84399  0.70264
H  6.61338  6.52145  0.53304
H  5.90980  7.42114  -0.73532
H  5.68628  9.46761  0.66353
H  7.33497  8.93899  1.01230
H  6.65509  8.99544  2.99897
H  4.51967  5.99722  0.26429
C  7.44129  -6.39792  3.98822
C  6.47581  -6.85080  5.12508
O  6.88577  -6.43297  6.39754
O  7.32582  -4.99255  3.84427
H  7.23041  -6.84864  3.01843
H  8.45070  -6.75409  4.19400
H  6.35023  -7.93210  5.06913
H  5.49516  -6.42763  4.90747
H  6.14981  -6.07314  6.89802
H  7.94090  -4.56700  4.44610
C  0.42838  -3.14241  8.22007
C  1.52103  -4.02261  7.59719
O  2.34916  -4.57331  8.66445
O  1.00255  -1.96880  8.76003
H  -0.17278  -3.60106  9.00514
H  -0.37068  -2.86199  7.53380
H  2.18938  -3.41022  6.99192
H  1.13668  -4.86902  7.02802
H  1.75280  -4.89988  9.34217
H  1.67832  -2.28510  9.36408
C  -3.36968  -7.83737  -6.84431
C  -4.49321  -6.80168  -7.17159
O  -4.49854  -6.54820  -8.53828
O  -2.08241  -7.24058  -6.96586
H  -3.31102  -8.61006  -7.61088
H  -3.46294  -8.29529  -5.85958
H  -4.23424  -5.94465  -6.54988
H  -5.49915  -7.01936  -6.81268
H  -5.24208  -5.95499  -8.66806
H  -1.65195  -7.43974  -6.13121

Forces on the atoms, in the same order (eV/Å):
C 0.4565 1.5618 0.0390
C 1.5636 -0.1978 0.2277
C -1.4647 -0.3275 1.1012
C 1.0939 -0.5696 0.9394
C -0.5540 -0.4580 -1.0489
C -1.4109 1.9219 -0.8593
N 1.7094 -0.3385 -0.1442
O -1.5777 -1.6486 -1.0455
C 0.0174 1.2503 0.0408
C -0.2814 0.2504 -0.3561
C -0.1897 -1.0008 0.0837
H 0.2793 -0.7800 0.0713
H -0.1960 -0.1730 0.3844
H -0.5111 -0.1463 0.0466
H 0.2904 0.6355 0.3205
H -0.1251 0.4979 -0.4061
H 0.2306 -0.1757 -0.1444
H -0.1780 0.1829 0.0711
H 0.0950 0.5158 -0.1416
H -0.3197 -0.3348 0.5835
H 0.1470 -0.3096 -0.1848
H 0.2848 -0.0252 0.1342
H -0.1007 -0.2311 0.1555
H 0.0713 -0.2797 -0.1899
H 0.4622 -0.3017 0.3195
H -0.1213 -0.0823 0.6107
H -0.2706 -0.2089 -0.3465
H -0.0011 0.1557 -0.0906
H 0.6316 0.5312 -0.2703
C -0.4430 -0.1492 -0.1314
O -0.2157 0.3702 0.0564
H 0.7911 -0.0850 -0.0045
H -0.1673 -0.5068 -0.1337
H 0.0262 0.4031 0.2292
H 0.0148 -0.0273 -0.0510
C -0.5774 0.5574 -0.7526
O 0.4710 -0.4313 0.4497
H 0.1336 -0.3047 -0.4456
H -0.0665 0.0584 0.5738
H 0.1134 0.0090 0.0520
H -0.0720 0.1100 0.1322
C -0.2443 -0.0500 -0.5357
O 0.0613 0.0839 0.4862
H -0.2252 0.3049 -0.1014
H 0.4415 -0.2007 0.2483
H 0.0477 -0.0519 -0.0680
H -0.0522 -0.0823 -0.0532
C -0.1713 -0.1435 -0.4266
O 0.5388 0.3542 0.9051
H -0.0057 -0.2770 -0.1261
H -0.2689 0.0123 -0.2125
H 0.0019 0.1753 0.0494
H -0.1227 -0.1541 -0.1716
C 1.1701 -0.5781 -0.1413
O 0.0943 1.1662 0.0905
H -0.0095 0.3463 0.2110
H -0.0602 -0.4874 -0.2104
H -0.9612 -0.2044 0.1540
H -0.2251 -0.2317 -0.1027
C -0.5310 0.2351 0.2353
O 0.3910 -0.0418 0.3904
H 0.1262 0.1343 -0.4180
H -0.1452 -0.0910 -0.0790
H 0.2437 -0.2677 -0.2291
H -0.1689 0.0454 0.1905
C -0.3226 -0.7019 -0.5469
O 0.0341 0.2085 0.2853
H 0.0819 0.0211 -0.0294
H 0.1042 0.4510 0.5345
H 0.1602 0.0406 -0.2972
H -0.0515 -0.0108 0.0477
C 0.2037 0.3995 -1.0187
O -0.2089 -0.4224 0.0806
H -0.0397 0.4999 0.0588
H 0.0959 -0.4225 0.6236
H -0.0011 -0.0950 0.3459
H -0.0528 0.0421 -0.0851
C 0.1285 -0.6669 0.5308
O 0.5097 0.2429 0.4963
H -0.7588 0.3775 -0.2290
H 0.0566 -0.3743 -0.0116
H -0.0144 0.3101 -0.8700
H 0.0744 0.1155 0.1001
C -1.5010 0.1280 0.3509
O 0.7148 -0.2069 -0.5971
H 0.0705 0.1606 0.0441
H 0.0715 -0.1373 0.0852
H 0.3984 0.0830 0.0763
H 0.2280 -0.0220 0.0714
C -0.2946 -0.6340 -0.6506
O -0.0973 2.1957 0.7758
H 0.0847 -0.4818 0.0724
H 0.2734 -0.3041 -0.0939
H -0.0173 -0.3888 -0.0997
H 0.0558 -0.3942 -0.0002
C 0.4657 -0.5350 -0.4608
C 1.4638 -0.5738 -0.0632
O -0.6653 -1.0362 -0.1698
O -0.6279 0.6410 0.4339
H 0.3173 0.2653 0.2171
H 0.1336 -0.0267 -0.3536
H -0.5682 0.7528 0.3164
H -0.4349 0.3670 0.0084
H -0.1198 0.1834 0.0704
H 0.0336 -0.0360 0.0001
C -1.0692 -0.2676 0.5647
C 1.0703 1.5627 -0.9737
O -1.0923 0.1496 -0.0285
O 0.2109 -2.0511 0.6997
H -0.1091 0.2066 -0.0848
H 0.2773 0.2932 0.0915
H 0.3587 -0.1066 0.3133
H 0.4698 -0.1856 -0.5082
H -0.0912 0.0830 -0.0548
H -0.0272 0.3180 -0.0030
C -0.2302 -0.0390 0.0901
C 0.8270 0.4340 0.1296
O 0.2304 -0.2753 0.5954
O -0.0398 -0.6659 -0.2682
H -0.2121 0.1010 -0.1216
H -0.1144 -0.0502 -0.3292
H -0.4446 0.0607 0.2482
H 0.3888 0.2163 0.1455
H -0.3773 0.1516 -0.3623
H -0.0165 0.0604 -0.1212
C -0.9733 -1.3427 0.8907
C 1.3497 -0.0103 -1.5049
O -0.7626 0.9688 0.3934
O 0.1266 0.4649 -0.3428
H -0.1909 0.0018 0.2778
H 0.2409 -0.1252 -0.4534
H 0.3455 0.3084 -0.4130
H -0.3909 0.4229 0.5989
H 0.0672 -0.6201 0.4570
H 0.1753 -0.0533 0.0986
C 0.2214 -0.1088 0.0684
C -0.2075 -2.3269 -1.0268
O -0.3492 0.4250 0.1440
O -0.1600 0.7851 0.4425
H 0.5916 0.2933 0.5090
H 0.3508 0.8806 -0.2239
H -0.3645 0.2884 0.5628
H 0.1129 -0.1618 -0.6360
H -0.1009 0.0107 0.0917
H -0.0871 -0.0854 0.0702
C -0.6069 -0.0241 1.0863
C -0.3672 -0.1424 -1.5159
O 0.7881 0.1179 0.3691
O 0.4743 -0.0148 -0.3010
H -0.6335 -0.0495 0.1159
H 0.2828 0.3309 0.3571
H 0.1825 -0.3043 0.2004
H -0.0542 0.1006 -0.2282
H -0.0330 -0.0206 -0.1959
H -0.0498 0.0136 0.1042
C -0.1854 0.2231 -0.3791
C -0.2447 -0.3897 1.2303
O -0.0480 0.5457 -0.4309
O -0.0433 0.1146 -0.0955
H 0.3243 -0.8724 0.2960
H 0.4602 0.2729 -0.5503
H -0.1733 -0.0578 -0.0418
H -0.2392 0.1879 -0.2378
H -0.0787 -0.1690 0.0432
H 0.2533 0.1540 0.1460
C -0.4991 0.1092 -1.0960
C 1.1362 -0.6842 1.6818
O -0.1333 0.3209 -0.5109
O 0.0736 0.4406 0.6530
H -0.8556 -0.3158 0.0539
H -0.4171 0.0877 -0.0012
H 0.3292 0.5865 -0.2369
H -0.0561 -0.9355 0.0262
H 0.0542 0.1263 -0.4627
H 0.4070 0.3076 -0.1161

***

Question: What is the formula in the first record?
Answer: C4H8N3

***

What did the first record say?
An isolated ion of composition C4H8N3 and charge +1 in a non-equilibrium geometry. Source: OMol25; level of theory: wB97M-V/def2-TZVPD.

Calculated values
* energy relative to the best compared isomer or geometry (same formula, charge and spin): 145.7 kcal/mol
* M: 98.13 g/mol
* net charge: +1
* LUMO energy: -3.63 eV
* highest occupied orbital energy: -14.812 eV
* DFT total energy: -8736.463 eV
* SMILES: C[N@@H+]1CN2CC2=N1
* largest force on an atom: 3.801 eV/Å

Atoms and positions in Å:
C  0.85712  -1.76913  0.82368
N  0.50713  -0.73315  -0.31568
C  0.78348  0.74723  0.06167
N  -0.68613  1.11658  0.33690
C  -1.76881  1.64149  -0.48193
C  -1.34074  0.23553  -0.48469
N  -0.79855  -0.82227  -0.88688
H  0.35889  -1.42178  1.77746
H  0.73552  -2.80248  0.41673
H  1.83684  -1.64379  1.08090
H  1.14819  -0.93007  -1.12311
H  1.12524  1.29068  -0.82514
H  1.43128  1.02316  1.03763
H  -1.57232  2.13192  -1.44334
H  -2.61714  1.93609  0.02581

Forces on the atoms, in the same order (eV/Å):
C -2.7648 0.6573 -0.5436
N 3.6086 -0.8221 0.8668
C -1.5951 1.8634 1.8378
N 2.0862 -1.2697 0.6064
C 1.0679 -0.8085 -2.7798
C -0.5597 1.6705 1.5558
N -0.5821 -0.9479 -1.0268
H -0.3490 -0.9319 -1.3981
H -0.5652 1.0287 0.6288
H 2.9512 0.4710 0.0403
H -0.6229 -0.1432 0.9568
H 0.2798 -0.2855 0.1266
H -1.4504 -1.3259 -2.4220
H -0.0214 0.1258 0.3375
H -1.4830 0.7180 1.2134

***

Question: Number 2 is which compound?
Answer: C36H110NO28